1.
Density functional theory data (ωB97M-V/def2-TZVPD) for C17H39Cl2NO14S4V as an isolated structure.

The geometry in ORCA input format:
```
! wB97M-V def2-TZVPD RIJCOSX def2/J DEFGRID3
* xyz 1 1
O -0.03102 -1.97091 -1.89591
V 0.08967 -1.03636 -0.66286
O -0.88096 -1.59052 0.45235
O 1.88797 -0.01503 -1.50807
S 1.99804 0.82296 -2.70268
O 1.45709 2.15304 -2.58447
O 3.48641 0.89175 -3.13504
C 4.30611 1.83766 -2.45218
C 5.22100 1.07600 -1.44724
C 1.35651 -0.04894 -4.07245
H 3.65225 2.58672 -1.99375
H 4.85686 2.37610 -3.19147
H 5.71438 0.25250 -1.92392
H 4.64930 0.57927 -0.62160
H 5.93447 1.76363 -1.03793
H 1.69795 0.51732 -4.89938
H 0.27242 0.01527 -4.08514
H 1.71144 -1.05963 -4.04770
O -0.34719 2.16763 2.32494
S 0.80665 2.01278 1.46119
O 0.92398 0.74426 0.78409
O 0.84259 3.06922 0.41387
C -0.25402 4.19382 0.23487
C -0.27629 4.36912 -1.24729
C 2.38947 2.31725 2.25112
H 0.13445 4.98263 0.80020
H -1.15026 3.78764 0.63270
H -0.21623 3.41883 -1.81063
H 0.64249 4.93154 -1.61300
H -1.09109 5.09604 -1.60888
H 2.48623 3.34397 2.34031
H 3.08580 1.94156 1.53570
H 2.52303 1.87968 3.23293
O 3.02662 -1.24746 1.88490
S 2.35647 -2.38369 1.38131
O 1.65919 -2.21630 0.12585
O 3.28145 -3.66704 1.25856
C 4.22303 -3.93218 0.07911
C 5.29544 -2.89156 -0.00890
C 1.27558 -3.10489 2.62679
H 3.62068 -3.90080 -0.83976
H 4.57269 -4.92707 0.24442
H 4.85297 -1.89455 -0.14256
H 5.92164 -3.20178 -0.86467
H 5.92966 -2.82210 0.89265
H 1.00286 -2.38529 3.39706
H 1.61854 -4.12850 2.77188
H 0.29555 -3.23532 2.12605
O -1.55709 1.44087 -3.78841
S -2.01888 0.90921 -2.53342
O -1.04876 0.50674 -1.51107
O -2.65762 2.04498 -1.66810
C -3.85041 2.72236 -1.98402
C -5.05202 2.16596 -1.09317
C -3.36055 -0.38332 -2.61963
H -4.12248 2.57364 -3.04458
H -3.68597 3.76231 -1.62570
H -5.22171 1.12260 -1.33080
H -5.89807 2.71631 -1.51352
H -4.88331 2.25412 -0.00420
H -4.25769 0.24136 -2.96713
H -3.43139 -0.67520 -1.57076
H -3.11898 -1.26129 -3.21830
N -2.33031 0.12861 2.59380
C -3.04569 1.13737 3.25357
C -4.36041 0.79550 3.12233
C -4.51964 -0.37152 2.36184
C -3.28364 -0.68839 1.94805
H -1.35747 0.10512 2.32515
H -2.60828 1.99939 3.65975
H -5.20988 1.34661 3.60795
H -5.46966 -0.81432 2.17468
H -2.97843 -1.37117 1.21716
C -3.44168 -6.90475 4.27951
Cl -4.18610 -6.51226 5.80388
Cl -3.73465 -5.68990 2.99691
H -2.28569 -6.89726 4.34730
H -3.83545 -7.87194 3.92556
*
```

Values from the calculation:
Total energy   -5236.11748 hartree
HOMO level   -9.71 eV

***

2.
Density functional theory data (ωB97M-V/def2-TZVPD) for C17H39N2OSSiTi as an isolated structure.

The geometry in ORCA input format:
```
! wB97M-V def2-TZVPD RIJCOSX def2/J DEFGRID3
* xyz 2 2
Ti 0.42372 -0.90815 -0.33533
C -0.61383 -3.66922 -0.17405
N -0.68477 -2.55674 -1.15874
C -2.10802 -2.27636 -1.47039
C 0.04869 -2.94281 -2.40393
C 1.54073 -2.68489 -2.27727
N 1.84989 -1.26157 -1.94955
C 3.28326 -1.15186 -1.58442
C 1.58770 -0.38502 -3.12458
H -1.07029 -4.56419 -0.60207
H -1.14380 -3.38654 0.73235
H 0.42374 -3.89535 0.07950
H -2.57810 -3.16696 -1.89307
H -2.16763 -1.44654 -2.17085
H -2.62370 -1.99586 -0.55337
H -0.38099 -2.38833 -3.23682
H -0.11368 -4.00553 -2.60269
H 2.04440 -2.96454 -3.20782
H 1.97573 -3.30114 -1.48554
H 3.90844 -1.48841 -2.41458
H 3.49478 -1.76879 -0.71018
H 3.51832 -0.11284 -1.36102
H 2.19768 -0.72160 -3.96649
H 1.84397 0.63971 -2.86576
H 0.53503 -0.41016 -3.39558
C 1.34920 -1.81553 4.36001
C 0.35038 -0.77703 4.84707
C -0.92352 -0.67035 4.02241
S -0.90077 0.00341 2.36235
O -0.03324 -1.03430 1.53128
C 0.10244 1.49414 2.46760
C 1.62645 1.37092 2.45887
C 2.24567 0.91652 1.13835
H 2.20162 -1.85731 5.03626
H 1.72680 -1.59636 3.36076
H 0.90228 -2.81011 4.33359
H 0.81002 0.20798 4.95120
H 0.01739 -1.03957 5.85397
H -1.66796 -0.02217 4.49912
H -1.41697 -1.63663 3.88070
H -0.25307 1.97020 3.38645
H -0.24473 2.09711 1.62678
H 1.97599 0.74522 3.27752
H 1.98451 2.37973 2.67544
H 2.27135 -0.18102 1.07340
H 3.28823 1.22622 1.07181
H 1.73071 1.35717 0.27538
C -3.23402 2.96892 -3.00126
Si -2.08355 3.36932 -1.60015
C -2.97864 3.85890 -0.04191
C -0.77329 4.59910 -2.07590
C -1.18581 1.76435 -1.16250
C -0.60775 0.71947 -0.88708
H -3.78025 3.86342 -3.30618
H -3.96777 2.21553 -2.71145
H -2.68961 2.60347 -3.87296
H -3.52829 4.78829 -0.20326
H -2.28819 4.03317 0.78561
H -3.70022 3.09777 0.25899
H -1.23710 5.55686 -2.32005
H -0.21531 4.27234 -2.95449
H -0.06425 4.77454 -1.26548
*
```

Values from the calculation:
Total energy   -2392.51321 hartree
HOMO level (alpha / beta)   -14.60 / -15.21 eV
Relative energy (zero: lowest compared OMol25 entry of this formula, charge and spin)   1.89 kcal/mol

***

3.
Density functional theory data (ωB97M-V/def2-TZVPD) for C17H39NdOP3Se as an isolated structure.

The geometry in ORCA input format:
```
! wB97M-V def2-TZVPD RIJCOSX def2/J DEFGRID3
* xyz 3 4
Nd -0.25183 -1.14808 -0.84192
P 0.02374 1.14908 1.14536
P -2.91744 0.16791 -0.71107
P 2.67922 -0.80569 -0.95142
H -1.40260 -2.59457 -3.42492
C -0.57161 -2.62624 -2.70133
C -0.60128 -3.43306 -1.51848
H -1.52455 -3.80824 -1.05459
C 0.25222 2.83805 0.48932
C -1.32043 1.47020 2.31354
C 1.41428 1.09662 2.31298
C -3.56125 -0.79250 -2.14068
C -4.13778 -0.26266 0.59791
C -3.31960 1.88075 -1.21904
C 3.40175 -1.80900 -2.30640
C 3.55059 -1.51339 0.50891
C 3.52896 0.79954 -1.16438
H 0.40572 -2.48989 -3.19893
H 0.31594 -3.97458 -1.21014
H 0.28019 3.52752 1.34555
H -0.57914 3.10760 -0.17305
H 1.19573 2.90616 -0.06691
H -1.05829 2.34381 2.92996
H -1.45561 0.60283 2.97065
H -2.25505 1.67492 1.78120
H 1.41324 2.02340 2.90865
H 2.36901 1.01243 1.77958
H 1.29520 0.24502 2.99696
H -4.65405 -0.67796 -2.13470
H -3.31374 -1.86052 -2.03694
H -3.14203 -0.42457 -3.09119
H -5.11085 0.22800 0.45927
H -3.73608 0.02766 1.57888
H -4.29045 -1.35190 0.60238
H -4.34907 1.98781 -1.59609
H -2.62796 2.16767 -2.02419
H -3.17257 2.55964 -0.36914
H 4.48034 -1.60794 -2.39669
H 2.88834 -1.53160 -3.23977
H 3.25096 -2.88177 -2.11680
H 4.61694 -1.67476 0.29171
H 3.10269 -2.48215 0.77502
H 3.45697 -0.83318 1.36507
H 4.56693 0.64603 -1.48991
H 3.52040 1.36457 -0.22416
H 2.99769 1.38375 -1.92691
C 0.21290 0.86720 -5.49483
C -0.52192 -0.29214 -5.80093
C -0.49562 -0.81644 -7.09450
C 0.28400 -0.19608 -8.07968
C 1.05096 0.94743 -7.76468
C 1.00654 1.47658 -6.47876
Se 0.15281 1.64060 -3.72515
H 1.34956 2.49073 -3.87591
H -1.08791 -0.80086 -5.01963
H -1.09707 -1.70865 -7.31762
H 0.30716 -0.60173 -9.09104
H 1.71378 1.43717 -8.48340
H 1.61338 2.32959 -6.20377
O -0.01557 -2.41902 1.30578
H 0.57861 -2.22150 2.05243
H -0.27441 -3.34479 1.50154
*
```

Values from the calculation:
Total energy   -4732.20568 hartree
HOMO level (alpha / beta)   -16.41 / -16.46 eV
Relative energy (zero: lowest compared OMol25 entry of this formula, charge and spin)   37.89 kcal/mol

***

Q: The lowest total energy belongs to which entry?
A: C17H39Cl2NO14S4V

***

Q: total energy of number 3 (C17H39NdOP3Se)?
A: -4732.20568 hartree

***

Q: What is the formula in the third record?
A: C17H39NdOP3Se